51
Properties=species:S:1:pos:R:3:forces:R:3 method="wB97M-V/def2-TZVPD" e_lumo_ev=0.3 relative_energy_kj_mol=22.82 orbital_gap_ev=8.65 total_energy_ha=-2404.8591 e_homo_ev=-8.40
C -2.6086 -5.4301 -0.2443 0.15 -0.19 -0.05
H -1.7933 -5.5103 0.4811 -0.02 0.01 -0.03
O -3.4106 -4.2999 0.0046 -0.12 0.33 0.05
C -2.8407 -3.0744 -0.0553 -0.10 0.20 0.05
C -1.5057 -2.8129 -0.3464 -0.21 -0.17 0.02
C -1.0227 -1.5185 -0.3854 -0.06 0.08 -0.04
C -1.8555 -0.4367 -0.1214 -0.20 -0.68 0.05
C -3.1977 -0.6817 0.1649 0.23 -0.06 -0.01
C -3.6746 -1.9768 0.1949 0.16 -0.26 -0.07
Cl -5.3363 -2.2602 0.5512 -0.19 0.04 0.04
H -3.8916 0.1152 0.3701 -0.09 0.10 0.02
N -1.3698 0.8802 -0.1926 -0.09 0.21 -0.14
C -0.0879 1.2244 0.0296 0.56 0.53 -0.01
N 0.8028 0.4350 0.5368 -0.57 -0.50 0.09
C 2.0242 1.0038 0.7314 0.16 0.20 0.11
O 2.2320 2.1841 0.4576 0.74 -0.23 0.31
C 3.0614 0.1050 1.3590 0.31 -0.04 0.13
C 4.4756 0.6041 1.0544 -0.15 0.21 -0.09
C 4.8131 0.4090 -0.4212 0.20 -0.17 0.15
C 4.6507 -1.0529 -0.8250 -0.16 0.17 -0.22
C 3.2263 -1.5229 -0.5471 0.23 -0.20 0.19
C 2.8888 -1.3536 0.9312 -0.18 0.07 -0.10
H 1.8631 -1.6679 1.1254 0.06 -0.08 0.07
H 3.5604 -1.9745 1.5282 0.00 -0.03 0.05
H 2.5293 -0.9324 -1.1464 -0.09 -0.01 -0.11
H 3.1142 -2.5709 -0.8343 -0.08 0.02 -0.06
H 4.8834 -1.1740 -1.8850 0.07 -0.06 0.01
H 5.3521 -1.6680 -0.2558 0.07 -0.07 -0.01
H 4.1490 1.0309 -1.0244 0.02 0.07 -0.07
H 5.8377 0.7366 -0.6080 -0.03 0.07 -0.05
H 4.5482 1.6619 1.3111 0.06 -0.05 0.07
H 5.1871 0.0497 1.6701 0.02 0.00 0.05
H 2.8808 0.1775 2.4399 -0.03 0.02 -0.05
S 0.2860 2.8719 -0.4268 -1.05 0.65 -0.47
C -1.4348 3.0803 -1.1345 0.77 -0.65 -0.17
C -1.9780 4.4707 -0.8923 -0.46 -0.04 0.53
H -2.3430 4.9556 -1.7919 -0.15 0.05 0.01
H -1.2681 5.1153 -0.3815 0.01 0.11 0.05
S -3.3846 4.2170 0.2415 0.19 0.02 0.44
O -3.4408 5.2238 1.2588 0.29 0.08 0.16
O -4.5722 3.9629 -0.5225 -0.08 -0.31 -0.42
C -2.7763 2.6224 0.8777 -0.25 0.75 -0.46
H -3.5855 2.0790 1.3508 -0.16 0.07 0.03
C -2.2617 2.0082 -0.4144 -0.10 -0.17 -0.26
H -3.1055 1.6883 -1.0328 0.13 -0.02 0.07
H -1.9779 2.8224 1.5872 0.10 0.04 0.05
H -1.3630 2.8559 -2.2011 -0.11 0.00 0.11
H 0.0142 -1.3496 -0.6160 0.04 -0.04 -0.03
H -0.8256 -3.6225 -0.5546 0.05 -0.11 -0.02
H -3.2717 -6.2868 -0.1382 0.09 0.04 -0.02
H -2.1971 -5.4138 -1.2582 0.00 0.00 0.04



50
Properties=species:S:1:pos:R:3:forces:R:3 method="wB97M-V/def2-TZVPD" multiplicity=2 e_lumo_ev="-3.7 / -3.7" total_charge=+1 relative_energy_kj_mol=86.74 orbital_gap_ev="7.67 / 7.65" total_energy_ha=-1715.0405 e_homo_ev="-11.39 / -11.35"
Ru -0.7173 -0.3583 0.0698 -0.30 3.43 -0.18
C -2.6057 -2.1365 4.0778 0.07 -0.06 0.03
C -1.6565 -2.3499 2.8983 -0.08 0.07 0.12
C -2.4264 -2.9276 1.7075 0.04 -0.01 -0.01
C -0.8785 -1.0873 2.5535 0.09 -0.53 -0.24
C 0.4100 -1.1915 1.9973 0.28 -0.19 0.35
C 1.2152 -0.0446 1.7940 -0.08 -0.60 0.23
C 0.7495 1.2163 2.1293 -0.02 0.08 -0.03
C 1.6497 2.4153 2.0420 -0.08 0.00 -0.14
C -0.5631 1.3188 2.6169 -0.03 0.05 -0.05
C -1.3505 0.2045 2.8320 -0.05 -0.05 0.14
H -3.0062 -3.0956 4.4048 -0.02 0.01 -0.01
H -3.4538 -1.5088 3.7970 0.01 0.00 0.01
H -2.0995 -1.6779 4.9285 -0.01 0.00 0.00
H -0.9121 -3.0940 3.1951 0.05 0.04 0.01
H -3.3040 -2.3201 1.4782 0.02 0.01 -0.03
H -2.7655 -3.9390 1.9348 -0.05 0.03 0.03
H -1.8031 -2.9810 0.8137 0.01 -0.03 -0.02
H 0.8399 -2.1778 1.8678 0.07 0.02 -0.07
H 2.2278 -0.1714 1.4340 -0.02 0.02 -0.06
H 1.9093 2.6387 1.0052 -0.01 0.00 0.00
H 2.5807 2.2232 2.5753 0.00 0.01 0.00
H 1.1807 3.2953 2.4772 0.00 0.00 -0.02
H -0.9594 2.2966 2.8629 0.01 0.00 -0.01
H -2.3389 0.3346 3.2500 -0.01 0.00 -0.04
F -5.2249 2.4149 -0.8627 0.03 -0.05 -0.08
C -4.6527 2.0983 -2.0351 -0.03 0.00 -0.01
F -5.0539 0.8611 -2.3644 0.02 0.09 0.03
F -5.1289 2.9390 -2.9642 0.02 -0.06 0.09
C -3.1503 2.1865 -1.9434 -0.01 0.13 0.02
C -2.4359 3.0427 -2.7499 0.05 -0.03 -0.09
C -1.0430 3.0925 -2.6525 -0.10 0.08 0.08
C -0.4209 2.2756 -1.7425 0.21 0.12 0.28
N -1.1175 1.4481 -0.9469 0.42 -0.80 -0.77
C -2.4420 1.3834 -1.0403 -0.55 0.38 -0.04
S -3.0328 0.1723 0.0217 0.04 -1.12 0.24
H -2.9592 3.6587 -3.4684 0.01 0.03 0.02
H -0.4622 3.7614 -3.2696 0.00 0.01 0.01
H 0.6512 2.2811 -1.6042 -0.01 -0.08 -0.07
N 2.1805 -0.4695 -3.1314 0.00 0.10 0.05
C 1.1542 -0.4967 -2.2819 0.01 0.01 -0.05
O 1.2302 0.0138 -1.1513 0.29 -0.57 0.37
C -0.1375 -1.1205 -2.6986 -0.06 -0.27 -0.27
C -0.8302 -1.6809 -1.4736 -0.16 0.03 0.45
H 3.0450 -0.0331 -2.8541 0.01 0.00 0.01
H 2.1177 -0.8753 -4.0484 -0.03 -0.01 0.00
H 0.0305 -1.8895 -3.4584 -0.06 0.02 -0.03
H -0.7473 -0.3408 -3.1665 0.05 0.04 0.01
H -0.3131 -2.5670 -1.0986 -0.07 -0.17 -0.13
H -1.8809 -1.8917 -1.6556 0.03 -0.16 -0.13



58
Properties=species:S:1:pos:R:3:forces:R:3 method="wB97M-V/def2-TZVPD" e_lumo_ev=-4.6 total_charge=+1 orbital_gap_ev=5.28 total_energy_ha=-2535.2204 e_homo_ev=-9.83
O 4.0276 -0.0255 2.7617 -0.22 1.05 0.70
C 3.7948 -1.0040 2.1343 0.50 -0.67 -0.74
C 2.4316 -1.7151 2.2592 -0.10 -0.27 -0.30
N 1.2130 -0.9129 1.7931 -0.09 -0.58 0.72
C 1.1982 0.4665 2.4481 -0.47 0.44 0.39
O 1.9557 1.3221 1.6829 0.34 0.02 -0.01
O 1.2463 2.5622 1.7087 -0.21 0.28 0.15
P -0.1661 -1.8087 2.7106 0.01 0.24 1.09
P -2.0548 -1.1624 1.8034 -1.87 0.40 -0.25
O -2.3245 0.2107 2.1921 0.42 0.44 0.25
O -2.1646 -1.3664 0.2409 0.25 -0.41 0.18
O -3.1267 -2.1558 2.4463 1.05 -0.47 0.03
C 1.1160 -0.9294 0.2979 -0.42 -0.14 -0.48
F 2.3200 -1.0024 -0.2343 0.44 0.18 0.11
F 0.4901 -2.0749 -0.0149 0.05 -0.12 0.01
C 0.3502 0.2676 -0.3881 0.47 -0.16 -0.23
F 1.2179 1.1980 -0.7262 0.27 0.31 -0.50
F -0.2202 -0.2028 -1.4692 -0.05 -0.28 -0.50
F -0.5626 0.7926 0.3912 -0.37 0.29 0.33
C 4.8195 -1.6996 1.3054 0.07 -0.60 0.15
C 5.3924 -2.8528 1.8539 0.18 0.15 -0.76
C 6.3492 -3.5525 1.1208 -0.26 0.21 0.20
C 6.7250 -3.1184 -0.1425 -0.35 0.46 0.07
C 6.1591 -1.9585 -0.6714 -0.14 -0.19 0.44
C 5.2012 -1.2486 0.0498 0.37 -0.23 -0.10
H 2.2647 -1.9533 3.3051 -0.05 0.20 0.26
H 2.4332 -2.6553 1.7216 -0.03 -0.07 -0.28
H 1.5638 0.3495 3.4636 0.38 -0.28 0.05
H 0.1694 0.8162 2.5106 -0.11 0.01 -0.17
H 1.5248 2.9757 0.8774 0.13 -0.11 -0.07
H -0.0221 -3.1382 2.2622 0.19 0.17 -0.53
H -2.3189 -2.2843 -0.0234 -0.09 0.06 -0.26
H -2.7560 -3.0163 2.6938 -0.49 -0.15 0.07
H 5.1138 -3.1972 2.8363 -0.06 -0.05 0.21
H 6.7927 -4.4301 1.5589 0.12 -0.18 -0.01
H 7.4511 -3.6667 -0.7156 0.17 -0.11 -0.07
H 6.4605 -1.6048 -1.6414 0.05 0.06 -0.20
H 4.7676 -0.3577 -0.3749 -0.04 0.16 0.01
N -3.4023 2.1019 -3.5206 0.05 -0.04 -0.11
C -3.5935 2.3742 -4.8462 0.01 -0.02 0.12
C -2.5597 1.8124 -5.5465 0.03 -0.02 -0.04
C -1.7096 1.1729 -4.6045 0.04 -0.02 -0.02
C -2.2578 1.3693 -3.3644 -0.19 0.15 -0.04
H -4.0096 2.3943 -2.7752 -0.08 0.05 0.14
H -4.4459 2.9412 -5.1777 0.00 0.01 -0.02
H -2.4270 1.8540 -6.6141 0.01 0.00 -0.01
H -0.8018 0.6320 -4.8152 0.01 0.00 -0.02
H -1.9393 1.0553 -2.3904 -0.03 -0.02 0.09
N -4.3401 2.2250 0.6248 -0.01 0.06 -0.08
C -4.2411 3.3493 -0.1491 0.15 -0.09 0.03
C -5.4360 3.5232 -0.7964 -0.01 -0.02 -0.10
C -6.2917 2.4621 -0.3943 -0.03 -0.05 -0.03
C -5.5871 1.6814 0.4824 0.06 -0.03 0.00
H -3.6101 1.8492 1.2031 0.03 -0.06 0.09
H -3.3337 3.9287 -0.1722 -0.02 0.04 0.00
H -5.6730 4.3236 -1.4771 -0.02 0.04 0.02
H -7.3075 2.2950 -0.7099 -0.01 0.01 0.00
H -5.8662 0.7889 1.0159 -0.03 0.01 0.01



51
Properties=species:S:1:pos:R:3:forces:R:3 method="wB97M-V/def2-TZVPD" e_lumo_ev=0.5 relative_energy_kj_mol=2174.34 orbital_gap_ev=8.58 total_energy_ha=-1679.8608 e_homo_ev=-8.11
C 2.4640 1.7333 2.2143 -4.01 7.08 -2.58
H 2.2639 1.2647 3.0644 -1.80 -1.62 3.60
O 1.5251 1.5991 1.1954 -3.97 -3.25 1.43
C 1.6706 2.0114 -0.0826 -0.15 -2.27 -1.86
C 0.4246 1.5726 -1.1009 -1.67 3.34 11.03
N -0.1070 0.3060 -0.6771 2.62 0.96 -1.30
C -1.1493 -0.0727 0.2985 4.93 9.87 -4.12
N -1.2141 -1.2206 0.0884 -3.90 -10.47 2.39
N -0.3153 -1.7590 -0.6819 1.26 -4.92 -1.15
C 0.4625 -0.8703 -1.1507 -4.69 4.21 3.22
C 1.4647 -0.8973 -2.0920 3.71 -5.80 -5.51
H 1.1633 -0.6097 -3.2025 0.94 -0.15 2.70
H 1.6556 -2.3673 -2.2932 -0.62 4.19 0.58
O 2.7701 -0.3900 -1.7475 -3.18 0.97 -3.60
C 3.4152 -0.9239 -0.8081 2.30 -1.01 7.53
C 4.5646 -0.2911 -0.2838 2.02 1.17 -3.81
C 5.4543 -0.7504 0.7273 0.68 5.80 -2.10
C 4.9592 -1.6466 1.6120 8.93 4.33 1.17
C 3.9065 -2.1359 1.2202 -11.49 -9.36 4.66
C 2.9882 -1.8629 0.3082 -2.38 1.12 -7.62
H 2.0377 -2.4296 -0.0577 1.80 0.68 1.86
H 3.3455 -2.9269 2.1050 1.71 1.86 -2.58
H 5.5931 -1.7442 2.4410 0.05 -1.05 1.38
H 6.2791 -0.0051 1.0103 -0.90 -1.51 -0.77
F 5.0336 0.9067 -1.4769 -0.78 -2.93 3.52
S -1.9467 1.2417 0.9525 -2.07 -0.67 2.43
C -3.3291 -0.0907 1.6012 -0.50 6.74 4.07
C -4.2110 -0.1981 0.4976 -1.58 -8.83 -0.86
C -4.5005 -1.6604 0.1343 2.07 5.40 -2.37
O -5.3021 -1.6155 -0.8844 -2.07 0.55 -1.41
N -5.7582 -0.1880 -1.1659 -5.05 -7.89 -6.72
C -5.1699 0.4159 -0.3709 6.50 9.21 9.11
C -5.3359 1.9414 -0.1064 -4.67 -2.76 -2.81
H -5.8086 2.0071 0.8290 -0.22 0.47 1.44
H -4.4567 2.3700 -0.2218 4.20 2.12 0.12
H -6.0149 2.4280 -0.8624 0.50 -0.68 0.68
C -3.7880 -2.9228 0.1993 1.71 4.30 10.61
H -2.7313 -2.8162 0.6172 -1.15 -0.25 -1.78
H -4.1571 -3.6349 -0.3279 -1.80 -4.61 -3.58
H -4.2352 -3.1052 1.4667 0.93 -0.46 -3.20
H -2.7482 -0.8197 2.2335 -1.17 0.30 -1.44
H -4.0014 0.7711 2.5839 2.18 -2.49 -2.50
C 0.6019 2.0019 -2.3825 4.66 1.07 -6.85
H -0.1697 1.5671 -3.0159 0.13 0.22 -0.49
H 0.7128 3.1782 -2.6146 -0.41 -2.84 1.02
H 1.7770 1.4967 -2.7378 -3.44 1.74 0.41
H -0.3499 2.2710 -0.5653 0.74 -0.77 -1.20
H 1.8972 2.9856 0.0392 -0.27 4.35 -0.81
H 2.5478 1.6916 -0.5928 1.24 -1.18 -0.30
H 3.2152 1.3388 1.8313 7.77 -3.35 -2.81
H 2.6067 2.8549 2.2331 0.38 -0.93 1.12